[1]
The following is a quantum chemistry calculation of a structure of composition C3H5F6NO4S2Ti, from the OMol25 dataset.

Geometry as XYZ:
```
22
Properties=species:S:1:pos:R:3:forces:R:3:lowdin_spin:R:1
Ti -0.01311 0.00376 -0.01305 0.70 -0.19 -1.80 1.796
C 0.33584 -0.07190 -3.99818 -0.68 0.31 0.31 0.021
H 1.40467 0.09204 -3.93774 0.21 -0.34 0.02 0.001
H 0.04524 -1.10960 -4.19012 0.37 0.14 0.13 0.000
H -0.03413 0.53121 -4.83335 -0.10 0.01 0.31 0.001
H -0.12737 0.25742 -3.03784 0.19 -0.13 -0.79 0.022
H -1.59166 0.29121 0.03979 -1.80 0.28 -0.40 -0.007
F 0.20356 -4.13467 2.65330 0.27 1.09 0.45 0.002
C 0.66591 -3.12520 3.39160 -0.10 1.07 -0.01 0.005
F 0.13565 -3.16433 4.61228 0.34 0.03 -0.85 0.001
F 1.98441 -3.15148 3.44473 -0.23 -0.17 0.04 0.001
S 0.09345 -1.39400 2.54590 -2.56 0.78 -1.13 0.019
O 0.47884 -1.55561 1.07384 1.00 -1.24 2.48 0.040
O -1.36372 -1.37094 2.65330 2.20 -0.62 0.64 0.009
N 0.85589 -0.06034 3.20917 -0.74 -0.10 -0.91 0.005
S 0.20450 1.31116 2.52159 -2.31 -0.63 -1.57 0.017
O 0.71755 1.45752 1.08165 0.95 1.17 2.49 0.049
O -1.25494 1.33734 2.49944 1.99 0.57 0.93 0.010
C 0.74350 3.03487 3.41669 -0.07 -1.16 -0.03 0.005
F 0.30924 2.97133 4.67170 0.25 0.10 -0.73 0.001
F 2.05775 3.14677 3.36970 -0.29 0.13 0.07 0.001
F 0.15954 4.04325 2.77169 0.40 -1.12 0.37 0.002
```
Positions in Å, forces in eV/Å.

Values from the calculation:
LUMO level (spin up / spin down) in eV: -1.12 / -1.08
HOMO energy (spin up / spin down) in eV: -7.10 / -9.25
ΔE to the lowest compared entry with this formula, charge and spin in kJ/mol: 30.01
2S+1: 3

---

[2]
The following is a quantum chemistry calculation of the ion C20H22N3O2 with charge +1, from the OMol25 dataset.

Geometry as XYZ:
```
47
Properties=species:S:1:pos:R:3:forces:R:3:lowdin_charge:R:1
C -2.14500 3.44895 2.52392 -1.11 -0.60 0.32 0.020
N -2.23544 2.82733 1.18503 0.40 -1.36 0.90 -0.042
C -2.82596 3.40807 0.09231 0.01 0.86 -0.01 0.008
C -2.83704 2.55339 -0.97112 0.44 -2.20 0.61 -0.135
C -2.27007 1.35643 -0.43808 0.09 -0.39 -1.12 -0.081
C -1.88289 1.49781 0.87334 -0.43 1.11 -1.00 -0.053
C -1.10159 0.43691 1.53569 0.32 1.16 2.24 -0.219
O -0.68655 0.56660 2.68332 -0.20 -0.59 -1.19 0.119
C -0.75798 -0.79214 0.71848 1.17 -2.77 -1.55 -0.105
N 0.12511 -1.76564 1.23246 -1.73 2.31 -0.45 0.079
C 0.90096 -2.72486 0.42526 -0.12 1.20 -0.81 -0.136
C 1.96794 -1.98656 -0.45229 0.75 -0.57 0.17 -0.132
C 3.22127 -1.58914 0.32918 -0.20 0.11 0.23 -0.245
C 4.30135 -2.48074 0.45208 -0.76 0.72 0.67 -0.034
C 5.39802 -2.19927 1.25015 -1.13 0.15 -0.84 -0.017
C 5.48813 -0.95458 1.83773 0.34 0.05 -0.20 -0.323
O 6.65229 -0.61931 2.45063 0.01 0.81 0.60 0.057
C 4.42943 -0.03473 1.76078 0.19 -0.27 -0.04 0.006
C 3.28493 -0.37072 1.01394 0.11 0.33 0.21 -0.039
C -1.28551 -0.97208 -0.57226 -0.37 2.14 -0.06 0.063
C -2.07027 0.13645 -1.20364 0.53 -1.29 0.98 -0.074
N -2.67657 0.05033 -2.38309 0.34 -1.10 0.09 -0.062
C -2.80690 -1.28150 -3.04100 1.25 0.67 -0.48 0.014
C -3.65667 1.05858 -2.80247 0.02 1.26 0.60 -0.104
C -3.24134 2.50527 -2.40904 -0.56 0.67 -0.39 -0.090
H -3.16486 3.65548 2.93076 0.77 -0.15 -0.46 0.115
H -1.62714 2.80932 3.23779 -0.11 -0.28 -0.39 0.087
H -1.58552 4.34959 2.47712 0.37 0.92 -0.26 0.082
H -3.19577 4.43232 0.09745 0.22 -0.30 0.39 0.150
H 0.41699 -1.61583 2.18374 0.08 0.19 0.15 0.139
H 1.40008 -3.41837 1.09225 -0.08 -0.01 0.17 0.128
H 0.21570 -3.28735 -0.21382 0.04 -0.05 0.12 0.109
H 2.31249 -2.66900 -1.23781 -0.25 -0.13 0.10 0.114
H 1.55527 -1.13309 -0.99752 -0.20 0.00 0.32 0.107
H 4.21696 -3.43849 0.00519 0.04 -0.78 -0.52 0.104
H 6.16392 -2.93040 1.37398 0.55 -0.32 0.04 0.113
H 7.38070 -1.23231 2.27716 -0.53 -0.01 -0.09 0.116
H 4.56938 0.91438 2.28283 -0.28 -0.23 -0.28 0.121
H 2.41854 0.32827 0.94094 0.89 -0.48 0.14 0.118
H -0.99604 -1.82993 -1.16706 -0.19 0.14 0.22 0.088
H -1.84884 -1.81199 -3.02725 -0.18 0.28 -0.02 0.092
H -3.11437 -1.21639 -4.09155 0.02 0.39 0.42 0.106
H -3.50286 -1.86049 -2.49438 -0.89 -0.65 0.53 0.094
H -4.58943 0.86554 -2.26851 -0.16 -0.29 -0.15 0.143
H -3.82252 0.97359 -3.87813 0.11 -0.01 0.21 0.132
H -2.39576 2.83796 -3.02484 -0.20 -0.02 -0.02 0.129
H -4.09655 3.20236 -2.58967 0.64 -0.65 -0.11 0.140
```
Positions in Å, forces in eV/Å.

Values from the calculation:
LUMO level in eV: -4.78
Charge: +1
HOMO energy in eV: -10.59
SMILES: Cn1cc2c3c1C(=O)C(NCCc1ccc(O)cc1)=CC3=[N+](C)CC2
ΔE to the lowest compared entry with this formula, charge and spin in kJ/mol: 61.65

---

[3]
The following is a quantum chemistry calculation of the ion C24H41BrN3O5 with charge +1, from the OMol25 dataset.

Geometry as XYZ:
```
74
Properties=species:S:1:pos:R:3:forces:R:3:lowdin_charge:R:1
C -3.61947 0.53294 2.93634 0.19 0.97 -0.56 -0.146
C -2.11855 -0.02872 3.28301 0.54 0.06 0.42 -0.262
C -2.08442 -1.33040 4.28932 -1.41 -0.07 -0.15 -0.212
C -2.43071 -2.67487 3.41356 -0.10 0.07 0.68 -0.216
C -1.13616 -3.38220 2.69262 -0.92 -1.04 0.48 -0.195
C -1.64647 -3.97417 1.25350 0.33 -1.00 -0.20 -0.195
C -0.78366 -3.49002 -0.05161 -0.96 0.36 -1.34 -0.133
C -0.27708 -1.93075 -0.01656 3.10 1.84 0.44 0.039
C 1.34440 -1.70761 0.32876 -2.79 3.25 -0.72 -0.009
O 2.21694 -2.89795 0.57383 -2.18 2.93 -2.33 -0.094
N 2.46490 -3.04669 1.88892 4.69 -2.42 2.14 -0.024
O 3.52688 -3.67827 2.03370 -4.55 2.38 -0.61 0.047
C 1.99096 -0.20142 0.35941 -3.05 -1.47 0.00 0.019
C 3.60804 -0.08929 0.67636 -0.15 -0.63 -1.14 -0.124
C 4.35630 -0.22618 -0.81319 0.53 -0.17 -0.39 -0.181
C 5.07626 1.16892 -1.28865 0.18 -0.54 -0.88 -0.154
C 4.24388 1.93817 -2.50200 -0.57 -1.05 0.50 -0.183
O 4.75457 3.31156 -2.65569 -3.12 1.54 0.65 -0.110
C 3.74294 4.32453 -2.31638 -0.88 2.55 5.81 -0.265
C 2.62479 4.94032 -3.38435 0.59 -0.05 -0.63 -0.021
O 3.66433 4.83349 -1.05770 0.90 -3.65 -7.98 -0.048
C 0.98548 1.05921 0.04763 -1.29 -3.51 -0.45 -0.032
C 1.63147 2.56854 0.09955 1.05 -1.19 0.84 -0.223
N 1.58302 3.00131 1.57226 0.24 0.18 -1.82 -0.145
C 1.71984 4.50548 1.70571 0.21 0.49 1.63 -0.140
C -0.61402 0.72708 -0.30021 3.58 -1.71 0.96 -0.374
Br -1.74626 2.36036 -0.71623 1.35 -2.72 0.61 0.708
N -1.17459 -0.71052 -0.31241 3.31 0.31 1.11 -0.059
C -2.65301 -0.98029 -0.66051 -1.24 -0.26 -0.83 -0.168
C -2.75329 -1.25548 -2.27433 -0.44 0.20 -0.65 -0.169
C -4.13468 -0.67250 -2.97676 0.01 -0.96 -0.58 -0.171
C -5.03358 -1.96839 -3.52258 -0.29 1.28 0.73 -0.243
O -4.40095 -2.65003 -4.68245 -0.28 2.21 0.86 -0.135
H -3.47032 1.60380 2.43359 -0.35 -2.24 1.06 0.073
H -4.29892 0.72097 3.89199 1.51 -0.68 -2.05 0.093
H -4.19493 -0.10662 2.10963 1.20 1.14 2.07 0.069
H -1.59378 -0.33602 2.28243 -0.90 0.58 1.77 0.073
H -1.45441 0.84493 3.74850 -1.59 -1.82 -1.00 0.122
H -1.09589 -1.43341 4.90863 -1.81 0.23 -1.37 0.116
H -2.98512 -1.20241 5.06234 2.06 -0.19 -1.54 0.120
H -3.25821 -2.34439 2.61907 1.84 -0.82 1.63 0.101
H -2.91563 -3.51127 4.11356 0.92 1.95 -1.56 0.128
H -0.16884 -2.72579 2.65289 -2.01 -0.99 -0.17 0.095
H -0.85671 -4.33046 3.36165 -0.47 2.19 -1.45 0.127
H -1.55101 -5.16322 1.29282 -0.19 2.63 -0.29 0.133
H -2.79845 -3.77372 1.03905 2.53 -0.22 0.68 0.107
H -1.51899 -3.57769 -0.98805 1.69 0.25 1.94 0.117
H 0.11859 -4.22420 -0.31194 -1.74 2.06 0.86 0.144
H 3.92982 0.90213 1.20854 -0.92 -1.86 -1.09 0.114
H 4.02991 -1.00033 1.30795 -1.46 2.00 -1.16 0.118
H 3.59523 -0.61646 -1.63830 1.52 0.88 1.80 0.128
H 5.21063 -1.04776 -0.75015 -1.96 1.70 0.07 0.128
H 5.24734 1.84348 -0.34452 -0.30 -1.04 -2.09 0.124
H 6.11934 0.85792 -1.76867 -2.15 0.94 1.22 0.133
H 3.07968 1.93144 -2.27971 2.35 0.10 -0.37 0.123
H 4.38529 1.38701 -3.52831 -0.10 1.02 2.05 0.144
H 3.05107 5.91317 -3.92873 -0.63 -2.21 1.40 0.111
H 2.37138 4.18393 -4.25034 0.52 1.38 1.89 0.091
H 1.65103 5.28552 -2.80947 2.27 -0.96 -1.00 0.096
H 1.13390 3.33975 -0.62959 0.80 -1.70 1.62 0.109
H 2.78345 2.45031 -0.17033 -2.57 0.16 -0.01 0.101
H 2.36205 2.51204 2.08378 -1.13 0.85 -0.87 0.100
H 2.78891 4.70219 2.18484 -2.26 0.14 -1.33 0.104
H 1.55284 5.09041 0.69526 0.53 -1.31 2.16 0.091
H 0.91176 4.83527 2.51868 1.76 -0.43 -1.92 0.096
H -3.08478 -1.91154 -0.05676 1.42 2.08 -1.16 0.132
H -3.35608 -0.07617 -0.38644 1.94 -1.56 -0.35 0.103
H -2.75740 -2.41754 -2.47180 0.30 2.39 0.30 0.110
H -1.85965 -0.74032 -2.84494 -1.57 -1.23 1.43 0.126
H -4.76863 0.01311 -2.25543 1.25 -1.45 -1.43 0.120
H -3.85617 -0.05435 -3.94516 -0.51 -1.07 2.10 0.118
H -5.15878 -2.72039 -2.60397 0.34 1.36 -2.38 0.138
H -6.08885 -1.53415 -3.80795 1.95 -1.06 0.46 0.125
H -4.15873 -1.94536 -5.36752 -0.67 -1.36 1.51 0.112
```
Positions in Å, forces in eV/Å.

Values from the calculation:
LUMO level in eV: -4.57
Charge: +1
HOMO energy in eV: -11.59
SMILES: CCCCCCCc1c(ON=O)c(CCCCOC(C)=O)c(CNC)c(Br)[n+]1CCCCO

---

[4]
The following is a quantum chemistry calculation of an isolated molecule of C9H10N2S, from the OMol25 dataset.

Geometry as XYZ:
```
22
Properties=species:S:1:pos:R:3:forces:R:3:lowdin_charge:R:1
C -3.02602 1.00775 -0.11783 0.40 -0.03 -0.27 -0.186
C -0.74724 0.97647 -0.80618 0.40 2.47 -1.15 -0.061
C 0.41418 -0.76988 1.62264 1.93 2.77 -2.80 0.058
C -1.77286 0.38451 -0.19570 1.15 2.19 -0.93 -0.237
C -1.62958 -0.90719 0.35184 0.07 -2.68 0.86 -0.341
C -2.38451 -1.92530 -0.03842 2.22 0.66 2.24 0.145
C 0.57873 0.35814 -1.04387 1.06 -0.43 1.80 -0.219
C 1.50489 0.52192 0.18379 -2.02 -1.53 1.80 -0.717
C 2.79812 -0.23706 0.15431 -0.99 1.35 0.35 -0.144
N -4.05771 1.47846 -0.18005 -1.68 0.79 0.13 0.177
N -0.69815 -1.17584 1.35716 -0.78 -0.90 0.48 0.080
S 1.56973 2.19857 0.76552 0.14 0.57 0.08 0.755
H -0.74900 2.05434 -1.24364 -0.83 -1.99 1.03 0.154
H 1.03025 -1.15153 2.40492 0.54 -0.01 0.67 0.080
H -2.30658 -2.85138 0.42980 0.24 -1.43 0.67 0.065
H -3.10797 -1.78380 -0.69989 -2.93 0.53 -3.01 0.037
H 0.48704 -0.77379 -1.03071 0.25 1.25 -1.48 0.144
H 1.07987 1.02118 -1.80056 -0.29 -1.68 -0.30 0.127
H 3.41901 0.04814 -0.63473 1.18 1.10 -1.45 0.062
H 2.58730 -1.22069 -0.09489 -0.35 -2.30 0.16 0.056
H 3.34867 -0.09624 1.05954 0.26 -0.26 0.66 0.074
H 1.66184 2.84323 -0.44304 0.03 -0.42 0.44 -0.109
```
Positions in Å, forces in eV/Å.

Values from the calculation:
LUMO level in eV: -0.04
HOMO energy in eV: -8.15
ΔE to the lowest compared entry with this formula, charge and spin in kJ/mol: 521.71